No. 1
C15H11Br27F2O4 as an isolated structure in a non-equilibrium geometry, computed with ωB97M-V with the def2-TZVPD basis set.

Results
HOMO-LUMO gap ... 8.7 eV

```
! wB97M-V def2-TZVPD RIJCOSX def2/J DEFGRID3
* xyz 0 1
O -0.45 -2.56 1.14
C -0.71 -1.85 0.23
F -0.21 -0.58 0.17
C -1.63 -2.16 -0.94
C -3.03 -1.84 -0.51
C -3.72 -0.71 -0.53
F -3.35 0.46 -0.94
C -5.07 -0.97 0.07
O -5.83 -0.22 0.58
O -5.24 -2.34 0.00
C -3.94 -2.85 0.12
O -3.65 -3.84 0.70
H -1.52 -3.22 -1.15
H -1.35 -1.56 -1.81
C -7.70 -2.72 2.01
Br -7.06 -4.51 1.69
Br -9.44 -2.45 1.23
Br -7.68 -2.28 3.88
H -7.02 -2.05 1.51
C -1.40 -0.74 -5.39
Br -1.97 -0.12 -3.66
Br 0.24 0.10 -5.93
Br -1.28 -2.65 -5.43
H -2.16 -0.44 -6.10
C -4.48 -6.39 -2.70
Br -3.87 -5.07 -1.42
Br -3.06 -7.01 -3.84
Br -5.36 -7.82 -1.79
H -5.21 -5.91 -3.34
C 2.06 2.27 0.69
Br 2.54 2.18 2.55
Br 1.06 3.86 0.31
Br 3.60 2.10 -0.45
H 1.41 1.43 0.49
C 5.70 0.62 4.17
Br 5.35 1.24 5.95
Br 7.04 1.69 3.30
Br 6.16 -1.25 4.14
H 4.79 0.73 3.60
C 7.46 3.87 0.07
Br 7.09 2.06 -0.45
Br 9.33 4.28 -0.10
Br 6.36 5.12 -0.88
H 7.21 3.96 1.12
C 3.59 1.18 -8.69
Br 3.03 1.84 -6.97
Br 5.24 1.97 -9.24
Br 3.67 -0.74 -8.71
H 2.83 1.48 -9.40
C 8.09 6.05 3.99
Br 6.29 5.52 3.61
Br 8.29 6.66 5.80
Br 9.34 4.65 3.57
H 8.32 6.88 3.35
C -5.78 1.06 6.07
Br -5.37 0.80 4.22
Br -7.21 -0.11 6.63
Br -4.23 0.87 7.19
H -6.14 2.07 6.19
*
```

=====

No. 2
C2H3BF2O as an isolated structure in a non-equilibrium geometry, computed with ωB97M-V with the def2-TZVPD basis set.

Results
Energy above the lowest of the compared OMol25 structures with the same formula, charge and spin ... 149.7 kJ/mol
HOMO-LUMO gap ... 10.7 eV

```
! wB97M-V def2-TZVPD RIJCOSX def2/J DEFGRID3
* xyz 0 1
B 0.34 1.70 0.04
C -1.99 0.27 -0.07
C -0.59 -0.10 -0.40
O -2.53 0.35 0.98
F -2.85 0.34 -1.16
F 0.60 2.46 1.09
H -0.14 -0.85 0.24
H 0.91 2.17 -0.86
H -0.38 -0.15 -1.51
*
```

=====

HOMO in eV, matching the order above: -9.973 -10.771